No. 1
Density functional theory data (ωB97M-V/def2-TZVPD) for 2 unconnected molecules or ions with the total composition CH2F2O2PS.

Geometry as XYZ:
```
9
Properties=species:S:1:pos:R:3:mulliken_charge:R:1
C -2.360 0.172 0.203 0.1129
O 3.474 0.321 1.139 -0.5251
O 3.325 -0.757 -1.018 -0.4595
F -2.816 1.378 0.632 -0.2209
F -2.783 0.228 -1.063 -0.2107
P -0.561 0.125 0.197 -0.1075
S 2.933 0.364 -0.243 0.2787
H -0.619 -0.774 -0.932 0.0600
H -0.593 -1.057 1.085 0.0720
```

Results
- Highest occupied orbital energy (spin up / spin down): -1.6 / -4.7 eV
- Orbital gap (spin up / spin down): 4.0 / 8.5 eV
- ΔE to the lowest compared entry with this formula, charge and spin: 591.1 kJ/mol
- Charge: -1
- Calculated total energy: -1128.9911 a.u.



No. 2
Density functional theory data (ωB97M-V/def2-TZVPD) for 18 unconnected molecules or ions with the total composition C53H85N19O3.

Geometry as XYZ:
```
160
Properties=species:S:1:pos:R:3:mulliken_charge:R:1
C -0.036 -1.140 -0.596 -0.3894
N -1.508 -1.160 -0.825 -0.1401
C -1.997 0.154 -0.454 0.3647
O -3.426 0.269 -0.461 -0.2864
C -3.908 0.489 -1.728 0.3714
O -3.886 -0.401 -2.518 -0.4019
O -4.450 1.684 -2.040 -0.3264
C -3.518 2.770 -1.940 -0.0802
C -3.033 3.240 -3.331 -0.9475
C -2.083 2.116 -3.896 1.3015
C -2.855 1.285 -4.939 -1.1130
C -2.064 0.103 -5.561 -0.8794
C -1.252 -0.748 -4.560 0.5755
C -0.059 -1.505 -5.222 -0.8694
C 0.871 -0.529 -5.981 -0.5271
C 2.373 -0.870 -5.897 -1.1895
C 2.918 -1.009 -4.448 2.1943
C 4.228 -0.208 -4.226 -1.2201
C 3.975 1.283 -3.955 -0.3524
N 3.560 1.574 -2.586 0.5532
C 2.492 1.124 -1.862 0.1164
C 2.513 1.726 -0.611 0.2135
C 3.670 2.586 -0.565 -1.7959
C 4.280 2.442 -1.819 -1.0298
H 0.228 -0.092 -0.394 -0.2969
H 0.225 -1.718 0.297 0.4470
H 0.531 -1.519 -1.454 0.1125
H -1.918 -1.877 -0.239 0.1975
H -1.681 0.407 0.575 0.8237
H -1.564 0.874 -1.160 -0.9365
H -2.653 2.552 -1.305 -0.0290
H -4.037 3.623 -1.475 0.2779
H -2.461 4.168 -3.224 0.2929
H -3.880 3.328 -4.018 0.5057
H -1.162 2.559 -4.288 0.7443
H -1.826 1.466 -3.052 -1.3178
H -3.832 0.983 -4.545 0.3728
H -3.088 1.977 -5.769 0.4466
H -1.480 0.498 -6.400 0.3591
H -2.813 -0.571 -6.006 0.2618
H -0.823 -0.186 -3.721 -0.7151
H -1.912 -1.501 -4.110 0.4837
H -0.439 -2.329 -5.841 0.5946
H 0.482 -1.973 -4.383 0.2309
H 0.661 0.483 -5.600 0.1439
H 0.560 -0.544 -7.036 0.3774
H 2.905 -0.055 -6.416 0.4556
H 2.560 -1.768 -6.505 0.3755
H 3.160 -2.069 -4.290 -0.4376
H 2.133 -0.680 -3.762 -1.1368
H 4.772 -0.270 -5.184 0.4296
H 4.887 -0.687 -3.492 0.3966
H 3.156 1.602 -4.624 0.2343
H 4.853 1.890 -4.181 0.2186
H 1.742 0.426 -2.203 -0.3106
H 1.788 1.587 0.181 0.5011
H 3.979 3.221 0.253 0.9236
H 5.190 2.959 -2.116 0.6033
C -2.329 -3.413 2.721 0.4770
C -1.559 -4.185 1.735 0.2382
N -0.953 -4.774 0.958 -0.5129
H -2.593 -2.445 2.309 0.0506
H -3.238 -3.948 2.981 -0.1859
H -1.731 -3.268 3.618 -0.1305
C -0.440 -6.517 4.828 -0.7369
C -1.733 -6.429 5.515 0.4225
N -2.742 -6.360 6.056 -0.4156
H 0.357 -6.235 5.514 0.2539
H -0.269 -7.534 4.481 0.3929
H -0.432 -5.841 3.974 0.0687
C 1.667 -3.119 4.907 -0.7457
C 0.276 -3.235 5.366 0.4239
N -0.812 -3.325 5.725 -0.4797
H 1.694 -3.024 3.822 0.1804
H 2.131 -2.242 5.353 0.3392
H 2.226 -4.006 5.200 0.2987
C -1.170 5.232 -0.246 -0.8537
C -0.522 4.168 -1.027 0.3835
N -0.004 3.352 -1.646 -0.1605
H -0.608 6.157 -0.347 0.0639
H -2.184 5.392 -0.608 0.2756
H -1.207 4.950 0.805 0.3018
C -6.258 -2.540 2.249 -0.8993
C -5.169 -1.963 3.046 0.4256
N -4.319 -1.512 3.669 -0.3096
H -7.042 -2.908 2.908 0.3307
H -6.675 -1.779 1.592 0.3420
H -5.882 -3.368 1.649 0.1551
C 2.472 -6.977 0.642 -0.4967
C 3.174 -6.172 1.652 0.3426
N 3.721 -5.542 2.439 -0.4595
H 1.595 -6.438 0.286 0.1811
H 3.137 -7.171 -0.197 0.1794
H 2.157 -7.924 1.076 0.2772
C -5.043 -8.249 7.915 -0.4469
C -5.245 -9.705 7.885 0.2702
N -5.404 -10.840 7.861 -0.3584
H -4.406 -7.982 8.756 0.2591
H -4.567 -7.921 6.994 0.0251
H -6.002 -7.746 8.022 0.2648
C -5.184 -6.244 3.795 -0.7183
C -5.225 -5.898 2.367 0.3344
N -5.251 -5.646 1.247 -0.5134
H -6.108 -6.745 4.080 0.4156
H -4.344 -6.906 3.992 0.2060
H -5.068 -5.340 4.391 0.3314
C 5.902 5.643 -4.704 -0.7653
C 6.368 4.434 -4.014 0.3667
N 6.723 3.478 -3.488 -0.4700
H 6.122 6.521 -4.101 0.3018
H 6.403 5.734 -5.666 0.3604
H 4.827 5.582 -4.864 0.1400
C -2.740 1.868 3.805 0.0318
C -2.032 2.676 4.809 0.2386
N -1.478 3.300 5.596 -0.4833
H -3.614 2.409 3.447 0.2940
H -2.080 1.659 2.965 -0.0444
H -3.060 0.924 4.247 -0.0128
C 1.631 8.846 -1.564 -0.5879
C 0.225 8.638 -1.186 0.3767
N -0.871 8.474 -0.890 -0.4278
H 1.694 9.111 -2.617 0.0617
H 2.057 9.650 -0.968 0.3055
H 2.199 7.934 -1.391 0.2998
C 4.889 -1.408 -0.066 -0.8265
C 3.628 -1.333 0.679 0.4700
N 2.636 -1.275 1.254 -0.4222
H 5.717 -1.136 0.585 0.4195
H 5.039 -2.422 -0.435 0.3722
H 4.860 -0.718 -0.909 0.0698
C 2.836 -5.188 -3.910 -0.4470
C 3.232 -6.392 -3.169 0.2638
N 3.560 -7.311 -2.569 -0.4673
H 3.136 -4.304 -3.350 0.0193
H 3.320 -5.176 -4.884 0.3336
H 1.756 -5.171 -4.047 0.2811
C -2.905 0.314 7.366 -0.6579
C -4.326 0.108 7.042 0.3585
N -5.435 -0.056 6.798 -0.4115
H -2.770 1.290 7.828 0.2839
H -2.572 -0.458 8.058 0.3050
H -2.304 0.262 6.461 0.1194
C 5.671 2.708 2.275 -0.7242
C 6.250 1.534 1.613 0.4698
N 6.700 0.615 1.097 -0.4737
H 6.231 3.600 1.999 0.2947
H 4.634 2.827 1.968 0.1345
H 5.712 2.579 3.355 0.3362
C 2.808 8.030 -5.545 -0.9121
C 3.721 8.234 -4.411 0.4692
N 4.430 8.398 -3.525 -0.4915
H 2.194 7.147 -5.370 0.2866
H 2.162 8.898 -5.659 0.3664
H 3.382 7.890 -6.460 0.3471
C -2.297 6.821 5.598 -0.5337
C -2.602 7.922 4.673 0.2803
N -2.839 8.779 3.949 -0.3655
H -1.914 5.966 5.044 0.0933
H -1.549 7.141 6.319 0.2608
H -3.200 6.524 6.129 0.2526
```

Results
- Highest occupied orbital energy: -8.0 eV
- Orbital gap: 7.8 eV
- Charge: 0
- Calculated total energy: -3336.3947 a.u.



No. 3
Density functional theory data (ωB97M-V/def2-TZVPD) for 2 unconnected molecules or ions with the total composition C3H6FOP.

Geometry as XYZ:
```
12
Properties=species:S:1:pos:R:3:mulliken_charge:R:1
C 0.198 -1.635 0.452 -0.7885
C -0.727 -1.408 -0.681 -0.0570
C -1.011 -0.229 -1.038 -0.2681
F -0.352 0.907 -0.661 -0.1625
H 0.800 -0.742 0.600 0.2230
H 0.911 -2.567 0.247 0.2367
H -0.333 -2.041 1.310 0.2506
H -1.243 -2.224 -1.211 0.2854
H -1.707 -0.012 -1.847 0.2885
O 1.121 4.006 -0.066 -0.4177
P 1.246 2.738 0.695 0.3733
H 1.098 3.208 2.199 0.0362
```

Results
- Highest occupied orbital energy: -9.4 eV
- Orbital gap: 8.7 eV
- ΔE to the lowest compared entry with this formula, charge and spin: 167.3 kJ/mol
- Charge: 0
- SMILES: C/C=C\F.O=P
- Calculated total energy: -634.2804 a.u.



No. 4
Density functional theory data (ωB97M-V/def2-TZVPD) for 6 unconnected molecules or ions with the total composition C43H35F10INO20PS.

Geometry as XYZ:
```
112
Properties=species:S:1:pos:R:3:mulliken_charge:R:1
C 5.937 3.218 -0.109 -1.2245
P 4.444 2.780 0.874 0.0150
C 4.492 0.978 1.253 -0.8803
C 2.911 2.944 -0.144 -0.0590
C 1.811 3.505 0.510 -0.0651
F 1.928 3.895 1.781 -0.3730
C 0.584 3.668 -0.099 0.7862
C 0.456 3.263 -1.433 1.0131
C 1.520 2.706 -2.121 -0.0559
N 1.334 2.317 -3.492 -0.5717
C 0.621 1.342 -3.679 0.6706
O -0.190 0.526 -3.840 -0.4874
C 2.756 2.532 -1.476 0.5970
C 3.900 1.864 -2.219 -0.5825
C 3.486 0.539 -2.837 0.0639
C 2.827 -0.401 -2.051 0.0527
C 2.402 -1.611 -2.585 -1.2371
C 2.629 -1.896 -3.925 -0.2184
C 3.302 -0.971 -4.716 -0.7048
C 3.724 0.233 -4.170 -0.3964
C -0.911 3.437 -2.034 -0.6849
O -1.128 3.828 -3.151 -0.5167
C -2.020 3.106 -1.074 0.3321
C -3.127 2.403 -1.494 -0.8881
C -4.120 2.078 -0.564 0.5450
S -5.457 1.128 -1.246 1.4470
O -5.524 1.446 -2.643 -0.6885
O -6.704 1.248 -0.552 -0.5812
C -4.823 -0.616 -1.114 0.7263
F -4.358 -0.848 0.120 -0.2502
F -3.766 -0.656 -1.946 -0.3273
C -5.850 -1.705 -1.596 0.6001
F -5.155 -2.584 -2.347 -0.3297
F -6.773 -1.157 -2.388 -0.2555
C -6.510 -2.568 -0.482 0.6184
F -7.293 -3.460 -1.144 -0.2757
F -5.594 -3.274 0.180 -0.2697
C -7.469 -1.842 0.498 0.6128
F -8.073 -2.791 1.231 -0.2653
F -8.401 -1.176 -0.162 -0.2255
F -6.821 -1.042 1.331 -0.1757
C -3.981 2.477 0.764 -0.5802
I -5.384 2.020 2.272 0.0852
C -2.868 3.196 1.188 -0.9951
C -1.891 3.493 0.258 0.8619
C -0.618 4.223 0.605 -0.2630
O -0.589 5.174 1.340 -0.5174
H 6.690 3.604 0.571 0.4767
H 5.728 3.961 -0.878 0.3912
H 6.388 2.354 -0.606 0.4377
H 3.497 0.718 1.615 0.1078
H 4.646 0.391 0.343 0.3553
H 5.206 0.744 2.037 0.5387
H 4.696 1.625 -1.523 -0.3293
H 4.234 2.562 -2.989 0.4653
H 2.611 -0.208 -1.004 0.4608
H 1.867 -2.324 -1.970 0.4421
H 2.286 -2.836 -4.348 0.6305
H 3.458 -1.206 -5.761 0.4194
H 4.241 0.935 -4.816 0.3546
H -3.225 2.108 -2.530 0.5975
H -2.768 3.510 2.217 0.5330
O 1.967 -4.470 -5.475 -0.5901
C 0.904 -4.181 -5.926 0.7360
O 0.721 -3.398 -7.013 -0.3182
C -0.662 -3.455 -7.375 -0.3132
C -1.319 -3.842 -6.067 -0.2705
O -0.282 -4.579 -5.412 -0.3182
H -0.998 -2.494 -7.756 0.3038
H -0.792 -4.212 -8.150 0.2741
H -1.575 -2.975 -5.455 0.2091
H -2.204 -4.460 -6.197 0.2864
O 8.494 4.259 -1.266 -0.4975
C 8.545 5.337 -0.772 0.6585
O 9.017 6.447 -1.392 -0.3299
C 8.707 7.580 -0.577 -0.3253
C 8.567 6.961 0.797 -0.3057
O 8.141 5.631 0.489 -0.2957
H 9.500 8.321 -0.635 0.2928
H 7.776 8.024 -0.933 0.2541
H 9.517 6.911 1.332 0.2595
H 7.832 7.463 1.421 0.2964
O 2.589 -1.705 2.442 -0.5008
C 2.681 -1.426 3.594 0.6433
O 2.987 -0.194 4.062 -0.2813
C 2.776 -0.189 5.484 -0.2786
C 2.912 -1.656 5.825 -0.1570
O 2.494 -2.295 4.613 -0.3839
H 3.517 0.437 5.977 0.3394
H 1.785 0.201 5.691 0.2557
H 3.945 -1.944 6.033 0.2479
H 2.284 -1.961 6.654 0.1632
O 0.400 -0.076 7.419 -0.4898
C 0.569 -0.465 8.530 0.6368
O -0.038 0.051 9.621 -0.3377
C 0.226 -0.811 10.732 -0.3551
C 1.502 -1.504 10.306 -0.3251
O 1.393 -1.484 8.878 -0.3066
H 0.336 -0.233 11.646 0.3013
H -0.610 -1.504 10.846 0.2624
H 2.396 -0.951 10.597 0.2622
H 1.580 -2.524 10.670 0.3034
O -9.164 -9.632 -2.688 -0.5062
C -9.200 -8.560 -2.183 0.6361
O -8.750 -7.417 -2.761 -0.3351
C -9.170 -6.315 -1.954 0.0633
C -9.360 -6.960 -0.598 -0.3134
O -9.696 -8.305 -0.945 -0.3406
H -8.416 -5.532 -1.951 0.0101
H -10.100 -5.914 -2.361 0.2389
H -8.443 -6.966 -0.006 0.2723
H -10.156 -6.503 -0.015 0.3061
```

Results
- Highest occupied orbital energy: -7.9 eV
- Orbital gap: 6.7 eV
- Charge: 0
- SMILES: CP(C)c1c(F)c2c(c(N=C=O)c1Cc1ccccc1)C(=O)c1cc(S(=O)(=O)C(F)(F)C(F)(F)C(F)(F)C(F)(F)F)c(I)cc1C2=O.O=C1OCCO1.O=C1OCCO1.O=C1OCCO1.O=C1OCCO1.O=C1OCCO1
- Calculated total energy: -5255.0471 a.u.



> Which of these has the lowest charge?

CH2F2O2PS



Please write out number 3 again, unchanged.
Density functional theory data (ωB97M-V/def2-TZVPD) for 2 unconnected molecules or ions with the total composition C3H6FOP.

Geometry as XYZ:
```
12
Properties=species:S:1:pos:R:3:mulliken_charge:R:1
C 0.198 -1.635 0.452 -0.7885
C -0.727 -1.408 -0.681 -0.0570
C -1.011 -0.229 -1.038 -0.2681
F -0.352 0.907 -0.661 -0.1625
H 0.800 -0.742 0.600 0.2230
H 0.911 -2.567 0.247 0.2367
H -0.333 -2.041 1.310 0.2506
H -1.243 -2.224 -1.211 0.2854
H -1.707 -0.012 -1.847 0.2885
O 1.121 4.006 -0.066 -0.4177
P 1.246 2.738 0.695 0.3733
H 1.098 3.208 2.199 0.0362
```

Results
- Highest occupied orbital energy: -9.4 eV
- Orbital gap: 8.7 eV
- ΔE to the lowest compared entry with this formula, charge and spin: 167.3 kJ/mol
- Charge: 0
- SMILES: C/C=C\F.O=P
- Calculated total energy: -634.2804 a.u.



> Which value of calculated total energy does entry 1 give?

-1128.9911 a.u.